1) # HN2P

2 unconnected molecules or ions with the total composition HN2P (ωB97M-V/def2-TZVPD, the OMol25 dataset).

Last column: Mulliken charge in e.
Element x y z (Å)
P -0.967 0.588 0.837  -0.04
N -0.334 -3.800 1.780  0.00
N -1.284 -3.354 1.454  0.00
H -1.444 0.130 2.172  0.04

The value obtained for the HOMO energy (spin up / spin down) is -8.915 / -8.922 eV.

2) # HN2P

A molecular structure, HN2P (ωB97M-V/def2-TZVPD, the OMol25 dataset).

Last column: Mulliken charge in e.
Element x y z (Å)
P 1.413 -1.079 0.525  0.06
N 0.039 -0.271 0.298  0.12
N -0.084 0.655 -0.514  -0.40
H -1.368 0.695 -0.309  0.23

The value obtained for the HOMO energy (spin up / spin down) is -8.409 / -8.408 eV.

Energy ordering: 1) at the bottom, the next structure 2.587 eV above.